{"formula": "C6H12NO", "method": "ωB97M-V/def2-TZVPD", "symbols": ["C", "C", "C", "C", "C", "N", "C", "O", "H", "H", "H", "H", "H", "H", "H", "H", "H", "H", "H", "H"], "coordinates": [[-1.28, 1.66, 2.11], [-1.41, 1.14, 0.91], [-0.57, 1.39, -0.30], [0.72, 0.57, -0.37], [0.48, -0.92, -0.22], [1.74, -1.68, -0.50], [-0.57, -1.50, -1.21], [-0.24, -2.27, -2.06], [-1.99, 1.39, 2.88], [-0.54, 2.39, 2.42], [-2.21, 0.44, 0.77], [-0.19, 2.42, -0.28], [-1.18, 1.45, -1.21], [1.23, 0.82, -1.29], [1.41, 0.86, 0.43], [0.15, -1.25, 0.76], [2.29, -1.29, -1.27], [1.49, -2.59, -0.93], [2.27, -1.87, 0.32], [-1.59, -1.16, -0.96]], "spin_multiplicity": 1, "e_above_lowest_ev": 0.800, "homo_energy_ev": -13.437, "orbital_gap_ev": 9.8, "smiles": "C=CCC[C@H]([NH3+])C=O", "e_tot_ha": -365.5200, "lumo_ev": -3.63, "charge": 1}



{"formula": "C6H12NO3", "method": "ωB97M-V/def2-TZVPD", "symbols": ["C", "C", "C", "O", "O", "H", "H", "H", "H", "H", "C", "C", "C", "O", "N", "H", "H", "H", "H", "H", "H", "H"], "coordinates": [[2.12, 0.52, -1.26], [1.88, -1.04, -1.45], [0.76, 1.32, -1.51], [0.90, 2.52, -1.16], [-0.22, 0.74, -2.01], [2.39, 0.67, -0.21], [2.88, 0.84, -1.95], [1.30, -1.18, -2.37], [1.20, -1.36, -0.69], [2.90, -1.43, -1.47], [-1.82, -0.64, 1.18], [-0.84, -1.50, 1.92], [-1.49, 0.91, 1.32], [-0.79, 1.24, 2.25], [-1.82, 1.64, 0.21], [-1.99, -0.83, 0.11], [-2.88, -0.79, 1.46], [-1.11, -2.50, 2.28], [-0.31, -0.99, 2.72], [-1.23, 2.47, 0.16], [-1.73, 1.19, -0.70], [-0.10, -1.79, 1.15]], "spin_multiplicity": 1, "e_above_lowest_ev": 0.830, "homo_energy_ev": -4.337, "orbital_gap_ev": 8.1, "e_tot_ha": -516.3716, "lumo_ev": 3.73, "charge": -1}



{"formula": "C6H12NOS", "method": "ωB97M-V/def2-TZVPD", "symbols": ["C", "C", "C", "C", "C", "C", "N", "O", "S", "H", "H", "H", "H", "H", "H", "H", "H", "H", "H", "H", "H"], "coordinates": [[2.00, -1.04, 1.57], [1.74, -0.09, 0.60], [-0.46, -0.68, -1.08], [2.68, 0.95, 0.06], [-2.90, -0.79, -1.51], [-1.62, -1.40, -1.02], [-0.47, 1.28, 1.24], [1.97, -1.68, 2.52], [1.13, -1.44, -0.62], [0.72, 0.47, 0.91], [-0.31, 0.33, -1.35], [3.63, 0.47, 0.07], [2.64, 1.89, 0.73], [2.38, 1.28, -0.91], [-2.70, 0.31, -1.56], [-3.66, -0.94, -0.80], [-3.25, -1.05, -2.50], [-1.54, -2.41, -0.68], [-0.88, 1.94, 0.58], [0.07, 1.87, 2.03], [-1.17, 0.73, 1.71]], "spin_multiplicity": 3, "e_above_lowest_ev": 0.183, "homo_energy_ev": [-9.554, -14.039], "orbital_gap_ev": [6.2, 6.7], "e_tot_ha": -763.5317, "lumo_ev": [-3.33, -7.32], "s2": 2.02, "charge": 1}



{"formula": "C6H12NS", "method": "ωB97M-V/def2-TZVPD", "symbols": ["C", "C", "C", "C", "C", "C", "N", "S", "H", "H", "H", "H", "H", "H", "H", "H", "H", "H", "H", "H"], "coordinates": [[-0.82, -1.39, -1.07], [0.44, -0.78, -1.66], [0.08, 2.53, 0.28], [-1.33, 2.14, 0.70], [0.22, -0.82, -0.21], [-0.17, 1.35, 1.09], [1.03, -1.59, 0.73], [0.44, 0.80, 2.60], [-1.75, -0.85, -1.20], [-0.95, -2.47, -1.11], [1.17, -1.44, -2.11], [0.34, 0.16, -2.19], [0.34, 2.41, -0.76], [0.56, 3.38, 0.74], [-1.83, 2.71, 1.47], [-2.00, 1.77, -0.06], [0.64, -2.53, 0.90], [1.03, -1.05, 1.64], [2.00, -1.69, 0.41], [-0.73, 0.39, 3.11]], "spin_multiplicity": 1, "e_above_lowest_ev": 4.631, "homo_energy_ev": -12.125, "orbital_gap_ev": 8.0, "e_tot_ha": -688.3377, "lumo_ev": -4.10, "charge": 1}



{"formula": "C6H12NS", "method": "ωB97M-V/def2-TZVPD", "symbols": ["C", "C", "N", "S", "C", "C", "C", "C", "H", "H", "H", "H", "H", "H", "H", "H", "H", "H", "H", "H"], "coordinates": [[2.57, 2.24, -0.52], [2.38, 0.84, -0.21], [2.17, -0.30, -0.18], [2.33, -1.95, 0.21], [0.49, -2.29, -0.04], [-0.43, -1.31, -0.78], [-1.03, -0.48, 0.42], [-1.87, 0.68, -0.16], [3.44, 2.22, -1.20], [1.69, 2.70, -0.97], [2.54, 2.70, 0.40], [-0.02, -2.43, 0.86], [0.49, -3.21, -0.64], [0.16, -0.70, -1.55], [-1.28, -1.77, -1.29], [-1.60, -1.13, 1.04], [-0.23, 0.04, 0.92], [-1.23, 1.34, -0.74], [-2.50, 1.17, 0.67], [-2.44, 0.06, -0.91]], "spin_multiplicity": 1, "e_above_lowest_ev": 2.765, "homo_energy_ev": -14.142, "orbital_gap_ev": 9.6, "smiles": "CC#[N+]SCCCC", "e_tot_ha": -688.4063, "lumo_ev": -4.51, "charge": 1}



{"formula": "C6H12NS", "method": "ωB97M-V/def2-TZVPD", "symbols": ["C", "C", "C", "C", "C", "C", "N", "S", "H", "H", "H", "H", "H", "H", "H", "H", "H", "H", "H", "H"], "coordinates": [[1.39, -0.18, -1.57], [1.78, -0.11, -0.13], [-1.18, 0.89, 1.68], [-0.72, 1.73, 0.58], [0.33, -0.42, -0.43], [-0.76, 0.52, -0.29], [-0.06, -1.92, -0.30], [-2.20, 0.23, -1.36], [1.42, 0.77, -2.23], [1.85, -1.12, -2.04], [2.27, -0.95, 0.41], [2.06, 0.87, 0.22], [-0.76, 0.45, 2.54], [-2.26, 0.91, 1.87], [-1.60, 2.43, 0.41], [0.26, 2.32, 0.65], [0.87, -2.26, -0.67], [-0.88, -2.27, -0.69], [-0.24, -1.95, 0.74], [-2.64, 1.45, -1.70]], "spin_multiplicity": 1, "e_above_lowest_ev": 4.423, "homo_energy_ev": -11.823, "orbital_gap_ev": 8.5, "e_tot_ha": -688.3453, "lumo_ev": -3.30, "charge": 1}



{"formula": "C6H12O", "method": "ωB97M-V/def2-TZVPD", "symbols": ["O", "C", "C", "C", "C", "C", "C", "H", "H", "H", "H", "H", "H", "H", "H", "H", "H", "H", "H"], "coordinates": [[2.63, -0.27, 1.00], [2.00, -1.21, 0.51], [0.71, -0.93, -0.21], [0.28, 0.50, -0.07], [0.55, 1.44, -1.36], [-1.26, 0.49, 0.16], [-1.89, -0.52, 1.17], [2.32, -2.30, 0.48], [-0.22, -1.42, 0.23], [0.90, -1.22, -1.30], [0.81, 0.93, 0.88], [1.68, 1.39, -1.39], [0.19, 0.97, -2.22], [0.27, 2.42, -1.15], [-1.55, 0.22, -0.90], [-1.49, 1.53, 0.35], [-1.66, -0.15, 2.10], [-2.91, -0.37, 0.69], [-1.37, -1.47, 1.03]], "spin_multiplicity": 2, "e_above_lowest_ev": 2.013, "homo_energy_ev": [0.999, -3.416], "orbital_gap_ev": [3.0, 7.4], "e_tot_ha": -310.9296, "lumo_ev": [4.01, 3.94], "s2": 0.75, "charge": -1}



{"formula": "C6H12O", "method": "ωB97M-V/def2-TZVPD", "symbols": ["C", "O", "C", "C", "C", "C", "C", "H", "H", "H", "H", "H", "H", "H", "H", "H", "H", "H", "H"], "coordinates": [[-0.44, 1.60, -1.46], [-0.45, 0.21, -1.54], [-0.30, -0.52, -0.35], [-0.12, -1.97, -0.94], [-0.99, -0.63, 1.00], [0.08, 0.40, 0.91], [1.47, 0.68, 1.44], [-0.48, 1.93, -2.50], [0.45, 2.02, -0.97], [-1.33, 1.94, -0.91], [-0.54, -1.94, -1.96], [-0.75, -2.70, -0.40], [0.89, -2.38, -1.02], [-0.65, -1.59, 1.38], [-2.00, -0.35, 1.27], [-0.47, 1.36, 0.93], [1.54, 1.71, 1.83], [2.14, 0.65, 0.57], [1.85, 0.00, 2.21]], "spin_multiplicity": 1, "e_above_lowest_ev": 3.596, "homo_energy_ev": -8.314, "orbital_gap_ev": 9.3, "smiles": "CO[C@]1(C)C[C@H]1C", "e_tot_ha": -310.9271, "lumo_ev": 0.98, "charge": 0}



{"formula": "C6H12O", "method": "ωB97M-V/def2-TZVPD", "symbols": ["C", "C", "C", "C", "C", "C", "O", "H", "H", "H", "H", "H", "H", "H", "H", "H", "H", "H", "H"], "coordinates": [[2.37, -0.17, 0.76], [1.70, -0.43, -0.59], [0.44, 0.39, -0.76], [-0.69, -0.05, -1.65], [-0.84, -0.08, -0.16], [-2.41, -0.22, 1.13], [-1.72, 1.14, 0.26], [3.26, -0.80, 0.90], [1.67, -0.38, 1.57], [2.68, 0.88, 0.85], [1.44, -1.50, -0.67], [2.40, -0.22, -1.41], [0.61, 1.47, -0.75], [-0.63, -1.01, -2.16], [-1.20, 0.73, -2.21], [-2.91, -0.89, 0.44], [-3.13, 0.45, 1.62], [-1.82, -0.77, 1.86], [-1.21, 1.61, 0.94]], "spin_multiplicity": 1, "e_above_lowest_ev": 6.476, "homo_energy_ev": -7.106, "orbital_gap_ev": 7.9, "e_tot_ha": -310.8213, "lumo_ev": 0.84, "charge": 0}



{"formula": "C6H12O", "method": "ωB97M-V/def2-TZVPD", "symbols": ["C", "C", "C", "C", "C", "C", "O", "H", "H", "H", "H", "H", "H", "H", "H", "H", "H", "H", "H"], "coordinates": [[2.02, 0.25, -0.62], [1.04, -0.10, 0.49], [-0.39, -0.34, 0.06], [-0.65, -1.30, -1.08], [-1.43, -0.25, 1.12], [-1.60, 1.08, 0.40], [-0.87, 2.05, 1.08], [1.69, 1.13, -1.18], [2.14, -0.56, -1.34], [3.01, 0.47, -0.22], [1.04, 0.70, 1.24], [1.38, -0.99, 1.03], [-0.07, -1.04, -1.98], [-0.39, -2.33, -0.81], [-1.70, -1.28, -1.37], [-1.08, -0.16, 2.14], [-2.24, -0.97, 1.06], [-0.89, 0.76, -0.58], [-0.98, 2.85, 0.55]], "spin_multiplicity": 1, "e_above_lowest_ev": 3.527, "homo_energy_ev": -7.838, "orbital_gap_ev": 8.8, "e_tot_ha": -310.9297, "lumo_ev": 0.97, "charge": 0}



{"formula": "C6H12O", "method": "ωB97M-V/def2-TZVPD", "symbols": ["C", "C", "O", "C", "C", "C", "C", "H", "H", "H", "H", "H", "H", "H", "H", "H", "H", "H", "H"], "coordinates": [[2.50, 0.52, 1.00], [1.69, -0.14, -0.10], [0.51, -0.79, 0.39], [-0.47, -1.27, -0.98], [-0.64, 0.02, 0.80], [-1.61, -0.50, -0.26], [-2.26, 0.57, -1.13], [2.71, -0.18, 1.81], [2.00, 1.40, 1.41], [3.46, 0.85, 0.57], [2.24, -0.95, -0.58], [1.39, 0.56, -0.89], [-0.55, -2.34, -0.69], [-0.41, 1.08, 0.73], [-0.88, -0.24, 1.83], [-2.39, -1.13, 0.19], [-2.70, 0.12, -2.02], [-3.06, 1.11, -0.59], [-1.52, 1.30, -1.47]], "spin_multiplicity": 1, "e_above_lowest_ev": 4.696, "homo_energy_ev": -7.388, "orbital_gap_ev": 8.3, "e_tot_ha": -310.8867, "lumo_ev": 0.92, "charge": 0}



{"formula": "C6H12O", "method": "ωB97M-V/def2-TZVPD", "symbols": ["C", "C", "O", "C", "C", "C", "C", "H", "H", "H", "H", "H", "H", "H", "H", "H", "H", "H", "H"], "coordinates": [[-1.85, 2.52, 1.06], [-1.68, 1.00, 0.88], [-0.54, 0.39, 1.51], [0.30, -0.08, 0.06], [1.56, -0.75, -0.58], [1.30, -1.92, -1.57], [1.99, -2.15, -0.27], [-2.55, 2.92, 0.31], [-2.22, 2.82, 2.05], [-0.88, 3.02, 0.89], [-1.55, 0.83, -0.19], [-2.64, 0.49, 1.12], [-0.53, -0.74, -0.11], [0.29, 0.95, -0.24], [2.33, -0.08, -0.97], [0.28, -2.29, -1.71], [1.90, -1.98, -2.48], [1.42, -2.61, 0.52], [3.06, -2.36, -0.27]], "spin_multiplicity": 1, "e_above_lowest_ev": 4.262, "homo_energy_ev": -9.481, "orbital_gap_ev": 10.5, "smiles": "CCOCC1CC1", "e_tot_ha": -310.9027, "lumo_ev": 1.02, "charge": 0}